{"formula": "C5H10NO2", "method": "the ωB97M-V functional and the def2-TZVPD basis", "orbital_gap_ev": 6.41, "e_homo_ev": -2.8, "charge": -1, "multiplicity": 1, "species": ["O", "C", "C", "C", "C", "N", "C", "O", "H", "H", "H", "H", "H", "H", "H", "H", "H", "H"], "positions_angstrom": [[1.5574, 1.9823, 0.5760], [0.2128, 1.8384, 0.6509], [-0.0752, 0.1969, 0.6038], [0.1182, -0.2857, -0.8077], [1.4233, 0.2564, -1.4297], [-1.4887, -0.2626, 1.1656], [-1.4690, -1.7501, 1.0344], [-0.7426, -2.6518, 0.3665], [-0.3371, 2.2294, 1.5334], [0.4948, -0.1818, 1.4346], [0.0741, -1.3518, -0.7639], [-0.7596, -0.0506, -1.4616], [1.5079, 1.3827, -1.4015], [2.2903, -0.0808, -0.8182], [1.5994, -0.3162, -2.3517], [-0.3440, 2.2306, -0.2580], [-2.2219, -2.1354, 1.7501], [-1.8402, -1.0498, 0.1768]], "atomic_forces_ev_per_a": [[-1.17, 0.47, 0.84], [0.38, -1.81, -0.77], [-2.15, 2.80, 0.68], [0.56, 0.41, -0.45], [0.65, -0.57, 0.45], [1.95, -3.64, -2.99], [2.31, -3.40, 1.36], [-2.47, 3.26, 3.11], [0.17, 0.14, 0.18], [1.18, -0.49, -0.31], [0.74, -0.53, -0.47], [0.36, 0.51, 0.60], [-0.19, -1.40, -0.53], [-0.63, 0.35, 0.00], [-0.26, 0.75, -0.47], [0.04, -0.06, 0.36], [-0.04, -0.05, -0.54], [-1.44, 3.26, -1.04]]}



{"formula": "C5H10NO2", "method": "the ωB97M-V functional and the def2-TZVPD basis", "orbital_gap_ev": 4.24, "e_homo_ev": -3.4, "charge": -1, "multiplicity": 1, "species": ["C", "O", "C", "C", "C", "C", "O", "N", "H", "H", "H", "H", "H", "H", "H", "H", "H", "H"], "positions_angstrom": [[2.0649, 0.5200, 0.5428], [1.6393, 0.4493, 1.8511], [1.3302, -0.4784, -0.3134], [-0.1009, 0.0458, -0.5671], [-1.1997, 0.5481, 0.4931], [-2.6013, 0.4402, 0.3619], [-3.2313, -0.0414, -0.6709], [1.7688, -0.8396, -1.6017], [2.0110, 1.5526, 0.0926], [3.1422, 0.1080, 0.5324], [1.1181, -1.2768, 0.3675], [0.2430, 0.9698, -1.1349], [-0.3147, -0.7472, -1.3591], [-0.7753, -2.3675, -0.6272], [-0.7429, 1.0798, 1.3233], [-3.1611, 1.0016, 1.0748], [2.5124, -1.4623, -1.5821], [-0.6370, -2.6981, -0.0210]], "atomic_forces_ev_per_a": [[2.61, 1.54, 4.28], [0.12, 0.55, -2.39], [-1.81, -2.85, -1.85], [-2.38, 2.31, -1.45], [3.52, -1.88, -1.65], [-0.44, -1.26, -4.13], [1.56, 0.93, 2.94], [-1.48, 2.91, 1.27], [-0.04, -0.75, 0.06], [-0.97, 0.68, -0.35], [1.01, -1.23, 0.68], [-0.87, -0.65, 0.03], [-1.31, 1.68, 1.03], [-0.40, 0.50, -1.27], [-0.28, 0.01, 0.01], [-0.72, 0.32, 0.98], [1.61, -1.93, 0.42], [0.26, -0.89, 1.37]]}



{"formula": "C5H10NO2", "method": "the ωB97M-V functional and the def2-TZVPD basis", "orbital_gap_ev": 6.92, "e_homo_ev": -2.8, "charge": -1, "multiplicity": 1, "species": ["N", "C", "C", "C", "C", "O", "C", "O", "H", "H", "H", "H", "H", "H", "H", "H", "H", "H"], "positions_angstrom": [[0.2249, 1.1806, -1.6077], [-0.8174, 0.3351, -0.8858], [-1.0476, 0.5208, 0.6001], [0.3435, 0.7064, 1.2685], [1.2306, -0.6410, 0.9672], [0.5783, -1.5860, 0.2577], [-0.4095, -1.2924, -0.9578], [0.0420, -1.9027, -1.8997], [0.5701, 0.7738, -2.4114], [0.9883, 1.3395, -0.8855], [-1.5809, 0.4142, -1.6473], [-1.4455, -0.5509, 1.0551], [-1.8851, 1.3085, 0.8260], [0.2006, 0.6143, 2.3428], [0.7065, 1.6824, 0.9026], [1.3856, -0.9220, 2.0227], [2.2408, -0.2978, 0.5646], [-1.3252, -1.6828, -0.5120]], "atomic_forces_ev_per_a": [[-0.30, 2.04, 5.38], [2.55, -2.11, -2.27], [-1.61, -0.81, 0.91], [-1.02, -0.95, -0.73], [-0.03, 2.79, 0.49], [0.22, -0.24, 0.83], [-1.18, 1.79, 2.29], [1.10, -0.52, -3.81], [0.85, -1.66, -1.65], [-0.85, -0.37, -1.94], [-1.29, -0.24, 0.73], [0.60, 2.66, -1.37], [1.76, -1.11, -0.03], [0.04, 1.00, 0.14], [0.47, -0.42, 0.70], [0.44, -0.76, -0.33], [-0.78, -0.46, 0.08], [-0.96, -0.63, 0.57]]}



{"formula": "C5H10NO2", "method": "the ωB97M-V functional and the def2-TZVPD basis", "orbital_gap_ev": 3.53, "e_homo_ev": -2.2, "charge": -1, "multiplicity": 1, "species": ["C", "C", "N", "C", "C", "C", "O", "O", "H", "H", "H", "H", "H", "H", "H", "H", "H", "H"], "positions_angstrom": [[-0.8718, -0.9485, -1.3117], [-1.6831, -0.8665, -0.0094], [-2.8865, -0.0753, -0.0829], [0.9435, 1.1803, 1.5028], [1.7291, 1.1703, 0.2696], [2.1578, -0.1534, -0.2654], [2.1850, -1.0968, 0.5668], [2.4002, -0.2349, -1.4845], [0.0387, -1.5503, -1.2118], [-0.5328, 0.0549, -1.6124], [-1.5238, -1.3130, -2.1075], [-1.0491, -0.4082, 0.7693], [-1.9456, -1.8939, 0.2453], [-2.6415, 0.8517, 0.2660], [1.2877, 0.5022, 2.2731], [0.2151, 0.7237, 0.7417], [0.6049, 2.1177, 1.9312], [1.5723, 1.9399, -0.4804]], "atomic_forces_ev_per_a": [[0.44, 0.69, -0.05], [-1.20, 0.77, -0.43], [0.38, -0.42, 0.22], [1.60, 0.64, -1.04], [-1.10, 0.11, 0.61], [1.07, -2.01, 0.14], [-0.16, 0.69, 0.24], [-0.09, 0.96, -0.24], [-0.17, -0.15, -0.01], [-0.13, -0.12, -0.04], [0.08, -0.09, 0.05], [0.56, -0.39, 0.40], [0.07, -0.29, 0.27], [-0.01, 0.14, -0.32], [-0.34, -0.61, -0.38], [-0.96, -0.32, 0.88], [-0.23, 0.14, -0.49], [0.19, 0.26, 0.16]]}



{"formula": "C5H10NO2", "method": "the ωB97M-V functional and the def2-TZVPD basis", "orbital_gap_ev": 6.25, "e_homo_ev": -2.6, "charge": -1, "multiplicity": 1, "species": ["C", "C", "C", "C", "O", "C", "N", "O", "H", "H", "H", "H", "H", "H", "H", "H", "H", "H"], "positions_angstrom": [[0.5552, 1.1685, 0.5063], [0.2285, -0.2844, 0.4480], [1.1936, -1.0358, -0.3745], [-1.2027, -0.4672, -0.2551], [-1.6474, -1.6001, 0.4959], [-2.7240, 0.4601, -0.4727], [-3.7433, 0.1201, 0.1838], [-4.8850, 0.8542, 0.1788], [0.6184, 1.4968, -0.5811], [1.4756, 1.3859, 0.9414], [-0.1926, 1.8510, 0.8821], [0.1185, -0.6799, 1.4279], [1.1889, -0.7097, -1.3971], [2.1872, -0.6058, 0.0014], [1.0631, -2.1335, -0.4430], [-0.8679, -0.7480, -1.2102], [-2.6069, -1.7547, 0.1364], [-2.5564, 1.4883, -0.9246]], "atomic_forces_ev_per_a": [[-0.75, 0.99, -2.91], [-3.33, 1.66, -0.55], [2.46, 0.24, 0.27], [-2.54, -0.21, 2.25], [-2.57, -1.02, -1.82], [4.50, 1.41, -0.02], [-2.05, -0.01, 0.50], [1.86, -0.93, -0.27], [0.23, -0.12, 0.98], [1.79, 0.38, 0.90], [-0.46, -0.30, 0.58], [-0.03, -0.49, 0.87], [-0.27, 0.43, -0.69], [-0.58, -1.62, -0.45], [0.34, 0.58, 0.70], [-0.30, -0.39, -1.91], [2.15, 0.48, 1.34], [-0.48, -1.09, 0.22]]}



{"formula": "C5H10NO2", "method": "the ωB97M-V functional and the def2-TZVPD basis", "orbital_gap_ev": 4.67, "e_homo_ev": -3.0, "charge": -1, "multiplicity": 1, "species": ["C", "N", "C", "O", "C", "C", "C", "O", "H", "H", "H", "H", "H", "H", "H", "H", "H", "H"], "positions_angstrom": [[1.4793, -0.8337, 0.3919], [2.3756, 0.2581, 0.6674], [2.5162, 1.1663, -0.7116], [1.6883, 2.1787, -0.7805], [-0.8872, 0.6682, 0.0737], [-1.6320, -0.4925, -0.1660], [-2.9128, -0.7434, 0.4336], [-3.4924, -1.8486, -0.1669], [0.9792, -1.4872, 1.0902], [1.5844, -1.3966, -0.5209], [1.0796, 0.3466, 0.6704], [2.3444, 0.5023, -1.5392], [3.5833, 1.4118, -0.8199], [-0.2392, 1.1045, -0.7444], [-0.7767, 1.1135, 1.0611], [-1.3974, -1.2328, -0.9107], [-2.7326, -0.9134, 1.5954], [-3.5602, 0.1983, 0.3764]], "atomic_forces_ev_per_a": [[3.71, 0.94, 0.34], [-4.34, -2.42, -0.86], [0.01, 1.49, -1.52], [0.48, -0.80, 1.37], [1.12, -2.05, -1.72], [1.96, 3.38, 0.35], [-2.38, -2.70, 1.52], [0.18, 1.07, 0.67], [0.01, 0.66, 1.08], [-0.41, 0.66, -1.12], [0.27, 1.20, 0.12], [-0.25, -1.55, -0.47], [0.43, 0.01, 0.96], [-0.32, -0.63, 1.23], [-1.05, 0.56, -0.22], [0.04, 0.25, -0.81], [-0.20, 0.50, -1.04], [0.71, -0.58, 0.12]]}



{"formula": "C5H10NO2", "method": "the ωB97M-V functional and the def2-TZVPD basis", "orbital_gap_ev": 8.35, "e_homo_ev": -12.4, "charge": 1, "multiplicity": 1, "species": ["C", "C", "C", "C", "C", "N", "O", "O", "H", "H", "H", "H", "H", "H", "H", "H", "H", "H"], "positions_angstrom": [[1.2783, -0.0179, -1.2257], [-0.7065, -0.1298, 0.1392], [-0.6428, 0.9798, 0.7875], [-0.0508, 2.2575, 0.2165], [-0.4070, -2.5007, -0.1447], [-1.2098, -1.2724, -0.1346], [-0.9346, 1.1432, 2.1040], [2.3074, 0.3930, -0.6757], [1.2840, -0.3699, -2.2632], [0.8925, 2.2666, 0.9056], [0.3052, 2.1119, -0.6972], [-0.6575, 3.1581, 0.4031], [-1.0802, -3.2727, 0.0337], [0.0144, -2.4853, -1.1675], [0.3003, -2.3411, 0.6290], [-1.6959, 0.6176, 2.4535], [-2.1606, -1.2987, -0.4248], [3.1635, 0.7607, -0.9387]], "atomic_forces_ev_per_a": [[-2.46, -1.22, -0.61], [0.23, -1.49, -0.76], [0.04, 2.58, 0.49], [0.84, -0.58, 5.95], [-0.03, 2.36, -1.51], [0.36, 0.45, 0.71], [-1.35, -0.46, 0.44], [0.72, 1.24, 2.33], [0.92, 0.46, -0.62], [-1.39, 0.83, -1.13], [0.96, -0.15, -4.04], [0.20, -0.62, -0.22], [-0.70, -1.71, 0.21], [0.23, -0.75, 0.64], [0.90, -0.51, 0.48], [0.95, 0.35, -0.60], [-0.77, -0.17, -0.42], [0.34, -0.60, -1.34]]}



{"formula": "C5H10NO2P", "method": "the ωB97M-V functional and the def2-TZVPD basis", "orbital_gap_ev": 9.85, "e_homo_ev": -9.9, "multiplicity": 1, "species": ["C", "C", "C", "C", "C", "N", "O", "O", "P", "H", "H", "H", "H", "H", "H", "H", "H", "H", "H"], "positions_angstrom": [[0.0166, -1.1845, 3.1027], [-0.4706, -0.2878, 0.0517], [-0.6841, -1.3322, -0.7765], [-0.1062, -0.8352, 1.9193], [-1.4063, 2.1065, -1.3174], [2.6198, -1.7313, -0.3696], [-1.0953, 2.1334, 1.2024], [1.1390, 2.0178, -0.1912], [-0.2373, 1.5756, -0.0579], [-0.2397, -1.6976, 3.9578], [-0.7015, -1.2851, -1.8763], [-0.9588, -2.2979, -0.4801], [2.1156, -0.9239, -0.6060], [-2.2449, 1.4217, -1.0721], [-1.4612, 3.1673, -1.5208], [-1.0725, 1.6707, -2.2849], [-0.3712, 1.8983, 1.8231], [3.1390, -1.8674, -1.1688], [2.0195, -2.5483, -0.3355]], "atomic_forces_ev_per_a": [[-0.69, 1.40, -5.04], [1.15, -1.85, 3.15], [0.08, 2.45, -0.08], [-0.82, 0.54, -1.16], [0.83, -2.67, -1.27], [-0.23, -0.98, 1.66], [2.14, -1.18, -0.11], [0.99, -0.09, 0.35], [-2.28, 0.07, -1.35], [0.14, -0.57, 1.67], [-0.13, 0.82, 0.50], [0.23, -1.25, 1.06], [-1.27, 1.22, 0.16], [-0.44, 1.44, -0.14], [-0.60, 0.13, 0.70], [0.12, 0.21, 0.41], [-0.88, 0.56, 1.32], [1.98, -0.57, -2.06], [-0.32, 0.32, 0.24]]}



{"formula": "C5H10NO2S", "method": "the ωB97M-V functional and the def2-TZVPD basis", "orbital_gap_ev": [6.92, 5.51], "s2": 2.015, "e_homo_ev": [-10.6, -13.7], "charge": 1, "multiplicity": 3, "species": ["C", "C", "C", "C", "C", "N", "O", "O", "S", "H", "H", "H", "H", "H", "H", "H", "H", "H", "H"], "positions_angstrom": [[-0.8216, -3.5666, -0.7411], [1.4123, 2.5199, -0.7749], [0.0253, -3.2713, 0.1863], [0.8063, -2.5982, 0.9929], [-0.9166, 2.4208, -0.0639], [0.4128, 1.8524, -0.3245], [-1.2292, -0.3100, -0.4705], [0.0102, 0.1176, 1.6323], [0.0844, -0.2468, 0.0986], [-1.4788, -2.8213, -1.2526], [-1.1036, -4.6007, -1.1128], [2.3935, 2.3625, -1.0573], [1.2920, 3.6754, -0.9981], [1.8718, -2.4471, 0.7642], [-0.5737, -0.3488, 2.2388], [0.6490, -2.5010, 2.1358], [-1.5405, 1.9181, -0.7339], [-0.8151, 3.4958, -0.0498], [-1.1249, 1.9682, 0.9157]], "atomic_forces_ev_per_a": [[-1.19, -1.32, -0.85], [-3.81, 2.99, 0.41], [-1.62, -0.35, -1.59], [2.09, 0.43, 3.00], [1.85, -0.72, 1.79], [2.78, 3.14, -1.58], [-1.89, -0.07, -1.40], [0.81, 1.57, 0.85], [1.36, -3.09, 1.47], [0.78, -0.09, 0.69], [0.81, 1.10, 0.71], [1.89, -2.08, -0.08], [-0.50, -1.97, 0.62], [-0.47, -0.05, -0.24], [-0.31, -0.63, -0.23], [-0.25, -0.05, -2.06], [-1.34, 0.07, -1.27], [-0.52, 0.23, -0.15], [-0.47, 0.91, -0.09]]}



{"formula": "C5H10NO3", "method": "the ωB97M-V functional and the def2-TZVPD basis", "orbital_gap_ev": 7.69, "e_homo_ev": -4.0, "charge": -1, "multiplicity": 1, "species": ["C", "C", "O", "N", "H", "H", "H", "H", "H", "C", "C", "C", "O", "O", "H", "H", "H", "H", "H"], "positions_angstrom": [[0.2366, 2.0969, -0.2872], [-0.7326, 1.6610, -1.3862], [-0.2278, 1.6726, -2.4937], [-2.0489, 1.2183, -1.1444], [0.8063, 2.9937, -0.4761], [1.0677, 1.3752, -0.2104], [-2.2116, 0.4360, -1.7699], [-1.9518, 0.8767, -0.1816], [-0.3689, 2.1815, 0.6158], [0.9558, -1.9141, 0.7241], [-0.4072, -1.5919, 0.0545], [1.4449, -0.6813, 1.6024], [2.6775, -0.5465, 1.5287], [0.5247, -0.1616, 2.2542], [0.9094, -2.7789, 1.3957], [1.4985, -2.3083, -0.1149], [-0.9263, -2.5397, -0.1292], [-0.3112, -0.9813, -0.8168], [-0.9350, -1.0084, 0.8348]], "atomic_forces_ev_per_a": [[-1.29, -0.70, 0.83], [2.27, 0.70, -1.36], [-1.03, -0.30, -0.78], [1.84, 0.03, 1.26], [-0.56, 0.64, -0.51], [-0.82, -0.30, 0.31], [-0.24, 0.13, -0.03], [-0.91, -0.16, -0.25], [0.82, -0.02, 0.56], [-1.53, 0.30, -0.50], [-0.22, -0.71, 2.45], [0.27, -2.39, -1.46], [0.28, 1.22, 0.72], [0.35, 0.84, 0.39], [-0.49, 0.16, 0.18], [1.52, 0.41, -0.17], [-0.27, 0.33, -0.38], [0.24, 0.16, -0.77], [-0.21, -0.33, -0.50]]}



{"formula": "C5H10NO3", "method": "the ωB97M-V functional and the def2-TZVPD basis", "orbital_gap_ev": 12.11, "e_homo_ev": -15.2, "charge": 1, "multiplicity": 1, "species": ["C", "C", "C", "O", "O", "C", "O", "N", "C", "H", "H", "H", "H", "H", "H", "H", "H", "H", "H"], "positions_angstrom": [[-0.1686, -1.5016, -1.3424], [-0.1928, -0.8941, 0.0518], [-1.7077, -0.5444, 0.4306], [-2.6099, -1.2670, 0.4853], [-1.6491, 0.8451, 0.5936], [-0.4273, 1.4212, 0.0708], [-0.3814, 1.7884, -1.2498], [0.6411, 0.3178, 0.1721], [1.6168, 0.3361, 1.3817], [-0.2065, -0.5317, -1.9342], [-1.0526, -2.0871, -1.6231], [0.6573, -2.2302, -1.4740], [0.1315, -1.7617, 0.7122], [-0.3898, 2.2816, 0.8118], [-1.1415, 2.4106, -1.3956], [1.2036, 0.5114, -0.6902], [1.2472, 0.3358, 2.3832], [2.1467, -0.5531, 1.3156], [2.2830, 1.1230, 1.3007]], "atomic_forces_ev_per_a": [[-0.05, 1.30, -1.00], [-1.28, -3.99, 1.10], [4.01, 1.77, -0.92], [-1.14, -0.37, 0.37], [0.00, -0.31, -1.05], [-1.24, 0.92, 2.46], [-1.50, 0.28, 0.53], [0.07, 1.19, 0.93], [-1.59, -0.34, -0.88], [0.53, -1.80, -0.57], [-0.10, 0.40, 0.56], [-0.03, 1.11, -0.25], [-0.14, 1.67, -0.10], [1.09, -0.90, -1.02], [0.92, -0.57, -0.16], [-0.33, -0.64, 0.72], [-1.45, 0.21, 0.27], [1.08, -1.71, -0.46], [1.12, 1.77, -0.56]]}



{"formula": "C5H10NO3Rb", "method": "the ωB97M-V functional and the def2-TZVPD basis", "orbital_gap_ev": 4.61, "e_homo_ev": -6.1, "multiplicity": 1, "species": ["Rb", "C", "C", "O", "O", "H", "H", "H", "C", "O", "N", "C", "C", "H", "H", "H", "H", "H", "H", "H"], "positions_angstrom": [[-0.4204, 3.6780, -1.4052], [-6.6451, 3.2931, 1.3539], [-5.1911, 3.4781, 0.9720], [-4.7321, 4.6417, 1.2770], [-4.5756, 2.6110, 0.3420], [-7.2926, 3.1714, 0.4856], [-7.0581, 4.1361, 1.9079], [-6.8300, 2.4296, 1.9929], [2.2632, -1.8573, -1.4012], [1.9947, -0.7198, -1.8370], [3.4321, -2.1904, -0.6815], [3.5915, -3.6007, -0.2461], [4.4624, -1.2397, -0.2889], [1.6295, -2.7258, -1.6385], [3.6865, -3.7473, 0.8298], [4.5728, -3.8767, -0.6319], [2.8390, -4.3321, -0.5408], [4.1452, -0.2114, -0.4628], [4.7595, -1.3463, 0.7544], [5.3687, -1.5915, -0.7817]], "atomic_forces_ev_per_a": [[-0.54, -0.15, 0.28], [-1.08, -0.32, 0.48], [0.72, 3.11, 0.35], [-0.20, -1.31, -0.24], [0.31, -1.16, -0.43], [0.18, -0.16, -0.27], [0.38, 0.20, -0.08], [0.25, -0.33, -0.10], [1.76, 2.02, -0.04], [0.55, -2.09, 1.10], [-3.29, -0.70, -0.30], [1.26, 0.65, 0.02], [0.07, -0.93, 0.06], [0.13, 0.05, 0.27], [-0.18, 0.61, 0.26], [-0.04, -0.59, -0.18], [-0.14, 0.60, -0.59], [0.23, -0.28, -0.40], [-0.63, -0.02, 0.36], [0.23, 0.79, -0.57]]}



How do the records compare in energy relative to the best compared isomer or geometry (same formula, charge and spin)? In the order shown, they have 160.0; 216.2; 93.2; 150.5; 127.9; 236.8; 150.3; 99.0; 72.7; 32.0; 41.5; 51.6 kcal per mole.